Entry from OMol25: C4H8OS in the gas phase at a distorted geometry (ωB97M-V with the def2-TZVPD basis set).

Results
Gap between HOMO and LUMO = 9.8 eV
Relative energy (zero: lowest compared OMol25 entry of this formula, charge and spin) = 137.7 kJ/mol
SMILES string = OC/C=C\CS
E = -630.58248 a.u.
2S+1 = 1
LUMO energy = 0.79 eV
Total charge = 0

Positions of all 14 atoms, in Å:
O1 0.926 0.395 2.888
C1 0.010 0.022 1.833
C2 0.734 -0.848 0.850
C3 0.384 -1.055 -0.435
C4 -0.839 -0.654 -1.195
S1 -0.436 0.908 -1.951
H1 0.621 1.189 3.269
H2 -0.804 -0.560 2.263
H3 -0.471 0.870 1.472
H4 1.594 -1.362 1.242
H5 1.107 -1.645 -0.994
H6 -1.107 -1.364 -2.020
H7 -1.759 -0.538 -0.557
H8 -1.340 0.927 -2.889

natural (NBO) atomic charge list, values in e, 8 entries: -0.717 -0.114 -0.176 -0.212 -0.577 -0.010 0.467 0.168

Entry from OMol25: C5H8FN in the gas phase at a distorted geometry (ωB97M-V with the def2-TZVPD basis set).

Results
Gap between HOMO and LUMO = 9.8 eV
Relative energy (zero: lowest compared OMol25 entry of this formula, charge and spin) = 324.8 kJ/mol
SMILES string = FC1C[C@H]2N[C@@H]2C1
E = -349.79560 a.u.
2S+1 = 1
LUMO energy = 1.02 eV
Total charge = 0

Positions of all 15 atoms, in Å:
F1 -1.679 -1.459 -0.700
C1 -0.439 -1.231 -0.105
C2 0.486 -0.491 -1.166
C3 0.934 0.692 -0.209
N1 0.638 2.065 0.012
C4 -0.412 1.077 0.347
C5 -0.720 -0.211 1.105
H1 -0.031 -2.205 0.134
H2 1.293 -1.137 -1.513
H3 -0.077 -0.159 -2.052
H4 1.588 0.260 0.580
H5 1.232 2.381 0.763
H6 -1.114 1.199 -0.494
H7 -1.714 -0.310 1.434
H8 0.013 -0.470 1.864

natural (NBO) atomic charge list, values in e, 8 entries: -0.378 0.214 -0.443 -0.061 -0.526 -0.139 -0.426 0.167

Entry from OMol25: a gas-phase ion, C10H15N2O2 (charge +1) at a distorted geometry (ωB97M-V with the def2-TZVPD basis set).

Results
Gap between HOMO and LUMO = 8.0 eV
Relative energy (zero: lowest compared OMol25 entry of this formula, charge and spin) = 451.8 kJ/mol
SMILES string = CN(C)CO/[N+](O)=C\c1ccccc1
E = -649.59897 a.u.
2S+1 = 1
LUMO energy = -4.53 eV
Total charge = +1

Positions of all 29 atoms, in Å:
C1 -2.115 -1.778 -0.293
N1 -0.891 -1.208 -0.876
C2 -1.008 0.150 -1.284
C3 0.146 -1.985 -1.112
O1 1.118 -2.162 0.261
N2 2.210 -1.447 0.240
O2 3.326 -2.141 -0.167
C4 2.321 -0.107 0.342
C5 1.411 0.856 0.844
C6 1.793 2.268 0.904
C7 0.887 3.214 1.376
C8 -0.343 2.743 1.893
C9 -0.745 1.445 1.831
C10 0.158 0.519 1.327
H1 -2.675 -2.576 -0.953
H2 -2.012 -2.230 0.739
H3 -2.845 -1.013 -0.220
H4 -1.795 0.195 -2.024
H5 -1.253 0.847 -0.523
H6 -0.163 0.472 -1.729
H7 0.876 -1.489 -1.680
H8 0.020 -3.145 -1.084
H9 3.082 -3.076 -0.302
H10 3.216 0.323 0.154
H11 2.830 2.581 0.708
H12 1.039 4.301 1.370
H13 -0.836 3.711 2.318
H14 -1.712 1.019 2.113
H15 -0.255 -0.491 1.207

natural (NBO) atomic charge list, values in e, 8 entries: -0.444 -0.401 -0.402 0.110 -0.433 0.302 -0.501 0.094

Entry from OMol25: C4H7NS2 in the gas phase at a distorted geometry (ωB97M-V with the def2-TZVPD basis set).

Results
Gap between HOMO and LUMO = 9.6 eV
Relative energy (zero: lowest compared OMol25 entry of this formula, charge and spin) = 43.4 kJ/mol
SMILES string = [H]/N=C1/SC[C@H](C)S1
E = -1007.71771 a.u.
2S+1 = 1
LUMO energy = 0.60 eV
Total charge = 0

Positions of all 14 atoms, in Å:
H1 -2.239 -1.869 -2.254
N1 -1.626 -1.140 -2.604
C1 -0.980 -0.544 -1.742
S1 0.323 0.582 -2.130
C2 1.067 0.473 -0.489
C3 -0.064 0.482 0.505
C4 0.416 0.290 1.962
S2 -1.216 -0.795 0.036
H2 1.843 1.281 -0.392
H3 1.454 -0.650 -0.441
H4 -0.693 1.292 0.413
H5 0.940 -0.742 2.198
H6 -0.401 0.277 2.646
H7 1.175 1.061 2.291

natural (NBO) atomic charge list, values in e, 8 entries: 0.353 -0.655 -0.012 0.271 -0.544 -0.369 -0.618 0.209

Entry from OMol25: C8H8N2OS2 in the gas phase at a distorted geometry (ωB97M-V with the def2-TZVPD basis set).

Results
Gap between HOMO and LUMO = 8.3 eV
Relative energy (zero: lowest compared OMol25 entry of this formula, charge and spin) = 0.0 kJ/mol
SMILES string = O=C(CC1=NCCS1)c1nccs1
E = -1290.75763 a.u.
2S+1 = 1
LUMO energy = -0.44 eV
Total charge = 0

Positions of all 21 atoms, in Å:
O1 1.187 -1.049 -1.314
C1 0.908 -1.022 -0.113
C2 -0.523 -1.267 0.295
C3 -1.430 -0.305 -0.468
N1 -2.410 -0.705 -1.198
C4 -3.111 0.433 -1.870
C5 -2.167 1.591 -1.960
S1 -1.117 1.389 -0.496
C6 1.957 -0.606 0.860
N2 1.703 -0.392 2.135
C7 2.840 -0.001 2.798
C8 3.936 0.159 2.061
S2 3.608 -0.291 0.412
H1 -0.686 -1.053 1.379
H2 -0.772 -2.319 0.093
H3 -3.953 0.746 -1.259
H4 -3.438 0.134 -2.884
H5 -2.719 2.514 -1.926
H6 -1.563 1.533 -2.861
H7 2.835 0.127 3.868
H8 4.914 0.384 2.449

natural (NBO) atomic charge list, values in e, 8 entries: -0.511 0.544 -0.550 0.116 -0.419 -0.259 -0.528 0.233

Entry from OMol25: 2 unconnected molecules or ions with the total composition C9H14O at a distorted geometry (ωB97M-V with the def2-TZVPD basis set).

Results
Gap between HOMO and LUMO = 9.1 eV
Relative energy (zero: lowest compared OMol25 entry of this formula, charge and spin) = 69.9 kJ/mol
SMILES string = Cc1ccc(O)cc1.CC
E = -426.54617 a.u.
2S+1 = 1
LUMO energy = 0.84 eV
Total charge = 0

Positions of all 24 atoms, in Å:
C1 0.131 -0.619 -2.381
C2 0.870 -0.038 -1.251
C3 1.794 0.949 -1.337
C4 2.558 1.515 -0.314
C5 2.356 0.940 0.925
O1 3.097 1.187 2.030
C6 1.379 -0.086 1.131
C7 0.618 -0.533 0.072
H1 -0.012 -1.693 -2.243
H2 0.469 -0.486 -3.415
H3 -0.855 -0.141 -2.494
H4 1.989 1.325 -2.347
H5 3.257 2.305 -0.516
H6 3.617 2.007 2.016
H7 1.260 -0.568 2.083
H8 0.016 -1.426 0.184
C8 -3.151 -0.622 0.222
C9 -2.531 -0.620 1.645
H9 -2.421 -0.039 -0.344
H10 -3.195 -1.618 -0.196
H11 -4.111 -0.136 0.336
H12 -3.151 -1.107 2.405
H13 -2.498 0.400 2.050
H14 -1.485 -0.899 1.737

natural (NBO) atomic charge list, values in e, 8 entries: -0.632 -0.075 -0.177 -0.307 0.318 -0.681 -0.272 -0.170

Number 1: molecular weight 104.17 u. Number 2: molecular weight 101.12 u. Number 3: molecular weight 195.24 u. Number 4: molecular weight 133.24 u. Number 5: molecular weight 212.30 u. Number 6: molecular weight 138.21 u.